# 1
Density functional theory data (ωB97M-V/def2-TZVPD) for a structure of composition C31H59As3ClN5OSTi in a non-equilibrium geometry.

Geometry as ORCA input:
```
! RIJCOSX wB97M-V def2-TZVPD def2/J DEFGRID3
* xyz 2 3
Ti 0.035 -1.531 0.470
C -1.926 -2.887 2.611
C -2.925 -2.532 1.519
N -2.364 -1.519 0.580
C -2.838 -1.717 -0.810
C -1.876 -2.601 -1.588
C -2.172 -3.146 -2.828
C -1.260 -4.014 -3.402
C -0.125 -4.388 -2.692
C 0.097 -3.810 -1.456
C 1.199 -4.275 -0.520
N 1.529 -3.291 0.544
C 1.703 -3.886 1.894
C 0.364 -3.924 2.679
N -0.662 -3.183 1.924
N -0.729 -2.877 -0.969
H -2.295 -3.741 3.186
H -1.780 -2.051 3.297
H -3.863 -2.184 1.953
H -3.147 -3.435 0.946
H -2.642 -0.600 0.902
H -2.938 -0.749 -1.297
H -3.826 -2.184 -0.836
H -3.102 -2.899 -3.325
H -1.453 -4.438 -4.380
H 0.558 -5.134 -3.078
H 2.085 -4.562 -1.087
H 0.836 -5.187 -0.038
H 2.382 -2.808 0.288
H 2.430 -3.277 2.426
H 2.121 -4.891 1.819
H 0.488 -3.468 3.661
H 0.044 -4.954 2.850
H -0.921 -3.790 1.151
C -1.668 1.286 4.413
As -1.149 1.195 2.533
C 0.394 2.395 2.718
C -2.515 2.421 1.857
C -2.390 3.019 0.438
C -3.771 3.610 0.107
C -2.099 2.018 -0.705
As -0.526 0.837 -0.944
C -1.005 0.446 -2.805
C 0.877 2.128 -1.323
C -1.336 4.143 0.440
As -1.246 5.280 -1.172
C -2.386 6.752 -0.580
C 0.456 6.111 -0.686
H -1.726 2.325 4.739
H -0.922 0.771 5.020
H -2.635 0.809 4.570
H 0.063 3.388 3.018
H 0.961 2.471 1.791
H 1.051 1.990 3.489
H -2.582 3.245 2.572
H -3.461 1.874 1.940
H -4.544 2.841 0.150
H -3.790 4.046 -0.895
H -4.034 4.394 0.821
H -2.076 2.602 -1.628
H -2.960 1.345 -0.798
H -0.546 1.190 -3.456
H -2.084 0.513 -2.932
H -0.676 -0.550 -3.096
H 0.438 2.993 -1.820
H 1.601 1.653 -1.984
H 1.391 2.450 -0.419
H -0.336 3.723 0.553
H -1.506 4.801 1.297
H -3.437 6.517 -0.734
H -2.141 7.631 -1.175
H -2.211 6.977 0.472
H 1.276 5.406 -0.825
H 0.441 6.451 0.350
H 0.629 6.968 -1.335
Cl 2.203 -1.249 5.618
C 2.428 -0.789 3.977
C 3.641 -0.305 3.519
C 3.712 0.068 2.189
C 2.606 -0.103 1.372
N 1.444 -0.617 1.803
C 1.361 -0.908 3.106
H 4.483 -0.200 4.190
H 4.615 0.505 1.785
H 2.621 0.189 0.332
H 0.390 -1.202 3.484
C 1.748 -1.792 -5.138
C 2.225 -0.869 -4.022
S 2.509 -1.794 -2.496
O 1.695 -1.113 -1.395
C 4.224 -1.401 -2.188
C 4.552 0.073 -1.997
H 1.496 -1.201 -6.018
H 0.862 -2.352 -4.837
H 2.520 -2.505 -5.426
H 1.470 -0.132 -3.752
H 3.142 -0.352 -4.295
H 4.753 -1.837 -3.041
H 4.491 -1.989 -1.307
H 4.312 0.675 -2.872
H 5.621 0.178 -1.815
H 4.024 0.493 -1.144
*
```

The molecular weight comes out at 858.00 Da. The relative energy (zero: lowest compared OMol25 entry of this formula, charge and spin) is 0.0 kcal/mol. As for the expectation value of S²: 2.007. Its gap between HOMO and LUMO (alpha / beta) is 6.486 / 7.611 eV.

***

# 2
Density functional theory data (ωB97M-V/def2-TZVPD) for a cluster of 7 separate species, C31H59FO8 in total in a non-equilibrium geometry.

Geometry as ORCA input:
```
! RIJCOSX wB97M-V def2-TZVPD def2/J DEFGRID3
* xyz 0 1
C -4.247 0.654 -0.369
C -2.856 0.368 0.206
C -1.842 0.333 -0.873
F -1.616 1.667 -1.209
C -0.548 -0.403 -0.685
C 0.054 -0.232 -2.086
C 0.965 0.975 -2.178
C -1.195 -0.138 -2.907
O -1.312 -0.006 -4.071
O -2.292 -0.220 -2.074
H -4.898 -0.095 0.036
H -4.224 0.522 -1.429
H -4.641 1.606 -0.094
H -2.571 1.159 0.867
H -2.892 -0.536 0.777
H 0.030 -0.067 0.148
H -0.815 -1.436 -0.650
H 0.677 -1.054 -2.354
H 1.960 0.689 -1.917
H 0.961 1.384 -3.166
H 0.650 1.733 -1.499
C -0.968 -2.723 -6.962
C -1.012 -4.250 -6.921
C 0.399 -4.587 -6.453
O 0.814 -3.507 -5.617
C -0.099 -2.407 -5.753
H -1.947 -2.251 -6.908
H -0.478 -2.387 -7.879
H -1.744 -4.583 -6.183
H -1.259 -4.710 -7.877
H 1.091 -4.661 -7.299
H 0.449 -5.517 -5.885
H -0.699 -2.340 -4.844
H 0.464 -1.482 -5.861
C -2.507 5.364 2.848
C -2.363 5.527 1.332
C -3.595 4.792 0.812
O -4.596 4.937 1.823
C -4.014 5.458 3.020
H -1.965 6.108 3.419
H -2.154 4.379 3.158
H -2.426 6.587 1.074
H -1.433 5.132 0.925
H -3.398 3.725 0.659
H -3.972 5.206 -0.123
H -4.336 6.500 3.128
H -4.383 4.893 3.876
C 2.468 5.975 4.835
C 2.600 6.118 3.319
C 1.339 5.414 2.840
O 0.353 5.593 3.851
C 0.964 6.117 5.034
H 3.041 6.709 5.399
H 2.791 4.978 5.141
H 2.574 7.171 3.032
H 3.511 5.677 2.917
H 1.497 4.337 2.730
H 0.973 5.805 1.889
H 0.670 7.168 5.143
H 0.598 5.565 5.900
C 3.358 -4.166 -0.936
C 4.537 -3.235 -1.223
C 3.836 -2.039 -1.854
O 2.538 -1.969 -1.250
C 2.279 -3.174 -0.525
H 3.557 -4.911 -0.169
H 3.066 -4.686 -1.850
H 5.022 -2.942 -0.289
H 5.291 -3.671 -1.875
H 3.711 -2.176 -2.933
H 4.358 -1.097 -1.683
H 2.330 -2.964 0.541
H 1.271 -3.522 -0.760
C 1.567 0.456 4.496
C 2.691 0.196 5.499
C 3.664 1.322 5.167
O 2.870 2.415 4.702
C 1.534 1.970 4.455
H 0.611 0.019 4.781
H 1.839 0.071 3.519
H 2.316 0.309 6.518
H 3.142 -0.791 5.411
H 4.353 1.027 4.366
H 4.252 1.645 6.026
H 0.883 2.374 5.237
H 1.199 2.359 3.493
C -1.474 -6.054 -2.335
C -2.076 -7.131 -1.432
C -1.705 -6.613 -0.047
O -1.680 -5.187 -0.144
C -1.728 -4.795 -1.518
H -1.920 -6.009 -3.327
H -0.401 -6.220 -2.452
H -3.162 -7.153 -1.548
H -1.693 -8.131 -1.624
H -0.710 -6.961 0.252
H -2.418 -6.906 0.723
H -2.718 -4.378 -1.726
H -0.982 -4.019 -1.695
*
```

The SMILES is CC[C@@]1(F)C[C@H](C)C(=O)O1.C1CCOC1.C1CCOC1.C1CCOC1.C1CCOC1.C1CCOC1.C1CCOC1. The molecular weight comes out at 578.80 Da. Its gap between HOMO and LUMO is 9.578 eV.

***

no.,total energy (eV)
1,-271579.9984
2,-52199.1684